{"formula": "C5H6BrP", "method": "ωB97M-V/def2-TZVPD", "species": ["C", "C", "C", "C", "C", "P", "Br", "H", "H", "H", "H", "H", "H"], "coordinates": [[0.547, 0.867, 0.498], [-0.591, 1.305, -0.046], [-0.254, -1.410, 0.037], [0.899, -0.567, 0.538], [-1.500, 0.354, -0.706], [-0.551, -3.037, -0.021], [-3.160, 0.299, 0.114], [1.278, 1.519, 1.052], [-1.050, 2.205, 0.079], [1.750, -0.875, -0.186], [1.343, -0.670, 1.451], [-1.394, 0.089, -1.806], [-1.583, -3.322, -0.928]], "relative_energy_kcal_mol": 63.0, "total_energy_ev": -84608.4864, "homo_lumo_gap_ev": 8.126, "lumo_energy_ev": 0.014, "e_homo_ev": -8.11}